{"formula": "C24H36BaP2Si", "method": "the ωB97M-V functional and the def2-TZVPD basis", "elements": ["C", "C", "C", "H", "C", "C", "H", "H", "H", "H", "Ba", "C", "H", "H", "H", "Si", "C", "C", "H", "C", "H", "C", "H", "C", "H", "C", "H", "C", "C", "H", "C", "H", "C", "H", "C", "H", "C", "H", "H", "H", "C", "P", "C", "C", "C", "P", "C", "C", "H", "H", "H", "H", "H", "H", "H", "H", "H", "H", "H", "H", "H", "H", "H", "H"], "coordinates": [[0.646, 3.128, 3.072], [1.100, 3.416, 1.754], [-0.009, 3.323, 0.870], [2.121, 3.709, 1.488], [-1.160, 2.974, 1.642], [-0.749, 2.860, 2.994], [-1.423, 2.699, 3.848], [1.226, 3.196, 3.988], [0.010, 3.509, -0.203], [-2.170, 2.870, 1.267], [0.618, 0.529, 1.716], [-0.791, -0.871, -1.950], [-1.636, -0.188, -1.859], [-0.336, -1.003, -0.927], [0.197, -0.374, -2.302], [-0.472, -0.656, -3.850], [1.230, -0.592, -4.536], [1.986, 0.586, -4.439], [1.563, 1.460, -3.945], [3.281, 0.600, -4.941], [3.860, 1.503, -4.877], [3.814, -0.543, -5.544], [4.826, -0.520, -5.944], [3.061, -1.715, -5.635], [3.472, -2.592, -6.106], [1.764, -1.750, -5.138], [1.153, -2.648, -5.162], [-1.701, 0.534, -4.574], [-1.384, 1.117, -5.816], [-0.550, 0.734, -6.397], [-2.115, 2.202, -6.285], [-1.853, 2.675, -7.216], [-3.184, 2.708, -5.542], [-3.740, 3.584, -5.876], [-3.559, 2.073, -4.356], [-4.397, 2.429, -3.781], [-2.858, 0.962, -3.896], [-3.182, 0.424, -3.014], [-1.078, -1.910, -2.058], [-1.066, -2.129, -3.764], [1.105, -2.497, 2.266], [-0.549, -3.246, 2.634], [-0.080, -4.316, 4.064], [-1.399, -1.869, 3.517], [-0.859, -1.353, 4.853], [0.253, 0.093, 4.812], [-0.322, 1.060, 6.232], [1.823, -0.570, 5.484], [1.432, -1.734, 2.997], [1.868, -3.295, 2.331], [1.132, -2.105, 1.230], [-0.882, -4.343, 4.810], [0.048, -5.332, 3.672], [0.871, -4.019, 4.524], [-1.569, -1.048, 2.799], [-2.398, -2.291, 3.689], [-1.714, -1.027, 5.480], [-0.369, -2.142, 5.420], [-0.110, 0.526, 7.161], [0.177, 2.034, 6.269], [-1.399, 1.235, 6.164], [1.621, -1.018, 6.467], [2.273, -1.316, 4.821], [2.533, 0.262, 5.596]], "e_homo_ha": [-0.134, -0.132], "de_lowest_kcal_mol": 25.5, "charge": 0, "mol_weight_g_mol": 551.91, "orbital_gap_ha": [0.12834, 0.13659], "e_tot_ev": -52613.5220, "spin_multiplicity": 1}